Below is an isolated molecule of C18H28N2O6S2 at a distorted geometry, with properties calculated with wB97M-V/def2-TZVPD.

F_max, eV Å⁻¹: 19.837
HOMO energy, eV: -8.7

Each line ends with the Mulliken charge.
Geometry (Å):
C1 -4.3456 -2.7643 -1.9855  -1.29
C2 -4.9303 -1.4209 -1.9310  0.07
C3 -4.0553 -0.1526 -2.4185  -0.68
C4 -2.8763 -0.1075 -1.6007  -0.44
N1 -3.1355 -0.0758 -0.3121  0.51
S1 -2.1859 -0.8515 0.8475  1.01
O1 -2.3897 -0.4785 2.3214  -0.61
O2 -2.2844 -2.1335 0.3527  -0.65
C5 -0.5264 -0.2493 0.1693  0.12
C6 -0.0927 1.0054 0.1797  0.53
C7 1.0958 1.6048 -0.2002  -1.47
C8 2.0180 0.5306 -0.6448  0.85
C9 1.7641 -1.0928 -0.5524  -1.24
C10 0.4865 -1.1636 -0.0118  -0.41
H1 0.1584 -2.3017 -0.0985  0.14
H2 2.3797 -1.7304 -0.5055  0.99
S2 3.7296 0.8156 -1.0043  -0.03
C11 4.5010 -0.6324 -1.4954  -0.54
C12 5.1307 -1.2344 -0.4330  0.62
O3 4.4502 -2.2674 0.2021  -0.74
O4 6.0769 -0.7871 0.0324  -0.27
C13 6.5366 -1.2317 1.4910  -0.50
C14 5.9381 -0.6350 2.6062  -0.69
H3 4.8361 -1.0015 2.7254  0.22
H4 5.9963 0.5069 2.2931  0.25
H5 6.4998 -1.0941 3.4463  0.31
H6 7.7216 -1.2371 1.3251  0.32
H7 6.5862 -2.2543 1.2788  0.45
H8 3.8019 -1.2162 -2.0878  0.47
H9 5.4227 -0.2538 -2.0796  0.31
N2 1.4915 2.8903 -0.3632  1.08
O5 0.5793 3.5802 -0.2548  -0.66
O6 2.6724 3.0943 -0.5710  -0.69
H10 -0.8502 1.7074 0.4210  0.56
C15 -3.6828 1.3055 0.3376  -0.93
C16 -5.1118 1.5478 0.6588  -0.56
C17 -5.4698 0.3296 1.5300  -1.07
C18 -7.0002 0.2611 2.2092  -1.58
H11 -7.5364 -0.0088 1.0494  0.18
H12 -7.3368 -0.3620 2.8107  0.54
H13 -7.3078 1.1291 2.4217  0.47
H14 -5.2520 -0.5815 1.6412  0.95
H15 -5.0841 0.5513 2.6573  0.30
H16 -5.7524 0.9695 -0.2640  -0.04
H17 -5.5595 2.4044 0.8764  0.72
H18 -3.2549 2.0982 -0.3994  0.31
H19 -3.0482 1.4631 1.3163  0.50
H20 -2.1904 -1.1217 -1.6317  0.32
H21 -2.3298 0.8669 -2.0791  0.10
H22 -4.9230 0.7478 -2.2944  0.23
H23 -3.8957 -0.3491 -3.4810  0.42
H24 -5.9786 -1.3626 -2.5708  0.26
H25 -5.1659 -1.2010 -0.9816  0.00
H26 -5.0426 -3.6478 -1.7861  0.36
H27 -3.4725 -2.9292 -1.2327  0.17
H28 -3.9534 -2.7941 -2.8650  0.45